a:
DFT (ωB97M-V/def2-TZVPD) results for one molecule with the formula C8H15N.

```
24
Properties=species:S:1:pos:R:3
C 0.8887 0.1354 -0.2797
C -0.3747 0.2780 -1.0311
C 0.3044 -1.1190 0.8793
C -1.5204 1.0913 -0.4653
C 0.3096 -0.6011 2.3122
C -0.9104 -2.0045 0.6323
N 1.4089 1.2865 0.3530
C 0.1668 1.1175 -2.5215
C 0.8422 1.5715 -3.4206
H 1.6615 -0.3864 -0.8445
H -0.7006 -0.6357 -1.5212
H 1.1838 -1.7641 0.7717
H 2.3647 1.1719 0.6673
H 1.2608 2.1546 -0.1519
H -2.4270 0.8677 -1.0316
H -1.7597 0.8939 0.5827
H -1.3898 2.1753 -0.5203
H 0.2823 -1.4349 3.0237
H 1.2261 -0.0562 2.5547
H -0.5479 0.0499 2.5022
H -0.9067 -2.8517 1.3290
H -1.8495 -1.4699 0.7956
H -0.9103 -2.4318 -0.3730
H 1.3973 1.9620 -4.2429
```

2S+1: 1
Highest occupied orbital energy (eV): -8.76
Net charge: 0

Here are the Mulliken charges for atoms 1 to 2, given in e:
1 C 0.048
2 C 0.220

b:
DFT (ωB97M-V/def2-TZVPD) results for one molecule with the formula C8H15N.

```
24
Properties=species:S:1:pos:R:3
C -1.9272 -1.4939 -0.0115
C -1.6079 -0.0007 -0.2238
C -1.2485 0.7609 1.0188
C -0.2497 0.6130 -0.1256
C 0.0759 1.7563 -1.0368
C 0.9641 -0.2306 0.1694
C 1.7823 0.2670 1.3154
C 1.7071 -0.7063 -0.9865
H -3.0053 -1.5135 0.2058
H -1.7330 -2.0133 -0.9693
H -1.3867 -2.0342 0.7527
H -2.3290 0.4502 -0.9038
H -1.1585 0.0742 1.8565
H -1.6772 1.7133 1.3069
H 0.4077 1.3959 -2.0377
H 0.8857 2.3938 -0.5818
H -0.8340 2.3615 -1.1140
H 2.6499 -0.3122 1.4254
H 2.0311 1.3121 1.1994
H 1.2220 0.2622 2.2652
H 1.2730 -0.7264 -2.0221
H 2.7985 -0.6208 -0.9309
H 0.2748 -2.0572 -0.5296
N 1.0848 -1.6514 -0.0419
```

2S+1: 1
Highest occupied orbital energy (eV): -9.23
Net charge: 0

Here are the Mulliken charges for atoms 1 to 2, given in e:
1 C -1.935
2 C 0.086

c:
DFT (ωB97M-V/def2-TZVPD) results for C8H15N as an isolated structure.

```
24
Properties=species:S:1:pos:R:3
C 0.7960 0.1960 -1.0540
C -0.4410 0.6970 0.4163
C 1.5953 1.4858 -1.1506
C 0.0456 -0.0825 -2.3413
C 1.6661 -0.9641 -0.6154
C -1.1437 -0.4970 0.4936
C -1.9285 0.2193 2.2708
C -1.5291 -0.4380 3.3549
N -1.5052 -1.5753 0.0342
H -2.1466 -2.1210 0.6086
H -0.9832 1.5306 -0.0146
H 0.2760 0.8940 1.2059
H -2.7212 0.9659 2.3123
H 2.3681 1.4100 -1.9296
H 0.9620 2.3386 -1.4138
H 2.1092 1.7193 -0.2131
H -0.5018 -1.0270 -2.3104
H -0.6552 0.7236 -2.5814
H 0.7405 -0.1623 -3.1910
H 1.1124 -1.9048 -0.5688
H 2.4942 -1.1246 -1.3218
H 2.1225 -0.7777 0.3625
H -2.0027 -0.3247 4.3313
H -0.7300 -1.1808 3.3152
```

2S+1: 1
Highest occupied orbital energy (eV): -7.35
Net charge: 0

Here are the Mulliken charges for atoms 1 to 2, given in e:
1 C 1.448
2 C -0.906

d:
DFT (ωB97M-V/def2-TZVPD) results for C8H15N as an isolated structure.

```
24
Properties=species:S:1:pos:R:3
C -2.5607 -0.4778 0.4514
C -1.1897 0.0933 0.4306
C -0.9253 1.2675 -0.6397
C 0.6864 1.3454 -0.5288
C 1.1535 0.0705 0.1430
C 2.0190 0.1865 1.4396
C 1.6519 -0.8993 -0.9627
C 0.2045 -1.5309 -0.6224
H -2.8222 -0.8010 -0.6242
H -2.8517 -1.3505 1.2046
H -3.5460 0.1597 0.7668
H -1.0654 0.6884 1.3829
H -1.4091 2.1758 -0.2796
H -1.4914 1.0553 -1.6336
H 1.3140 1.4337 -1.5009
H 0.8798 2.4508 -0.2728
H 3.1616 0.4890 1.1223
H 1.6303 0.8996 2.0533
H 1.8665 -0.8005 2.1455
H 1.5802 -0.2075 -1.8507
H 2.4726 -1.7303 -0.9481
H -0.5927 -1.1422 -1.2199
H -0.0388 -2.6058 -0.6152
N -0.1276 -0.7697 0.5585
```

2S+1: 1
Highest occupied orbital energy (eV): -8.48
Net charge: 0

Here are the Mulliken charges for atoms 1 to 2, given in e:
1 C -1.280
2 C 0.180

In terms of stability, b leads; the second structure lies 167.4 kJ/mol higher.

a:
DFT (ωB97M-V/def2-TZVPD) results for one molecule with the formula C5H9P.

```
15
Properties=species:S:1:pos:R:3
C -1.3375 -0.0282 0.4844
C -0.1785 -0.6606 -0.2009
C -1.4008 1.3223 1.1522
C 1.0570 -1.3753 0.3345
C 0.1387 -0.1110 -1.5826
P -1.9807 -1.5019 0.1022
H -0.8520 1.4000 2.0296
H -2.3260 1.4686 1.4958
H -1.0752 1.9824 0.4813
H 1.9489 -0.8385 0.1821
H 1.1725 -2.3736 -0.0168
H 0.9003 -1.4157 1.4213
H 1.0571 -0.7225 -1.8615
H 0.3304 0.9801 -1.7393
H -0.6496 -0.2950 -2.2102
```

2S+1: 1
Highest occupied orbital energy (eV): -8.39
Net charge: 0

Here are the Mulliken charges for atoms 1 to 2, given in e:
1 C 0.223
2 C 0.663

b:
DFT (ωB97M-V/def2-TZVPD) results for one molecule with the formula C5H9P.

```
15
Properties=species:S:1:pos:R:3
C 2.1611 -1.8590 -0.0175
C 0.9677 -1.2399 0.1708
C -1.2475 -0.1323 -0.1496
C 0.1889 -0.4626 -0.6669
C -0.8889 1.1326 0.6208
P -0.6519 2.5964 -0.3464
H 2.3526 -2.7222 0.6345
H 2.9104 -1.7194 -0.8604
H 0.4314 -1.5418 1.1608
H -1.8265 0.0519 -1.0666
H -1.5757 -0.8007 0.5587
H 0.4519 -0.0891 -1.6348
H -0.4472 1.0545 1.5716
H -0.9841 3.2375 0.8194
H -1.8422 2.4942 -0.7946
```

2S+1: 1
Highest occupied orbital energy (spin up / spin down) (eV): -7.41 / -7.22
Net charge: 0

Here are the Mulliken charges for atoms 1 to 2, given in e:
1 C -0.823
2 C 0.050

c:
DFT (ωB97M-V/def2-TZVPD) results for one molecule with the formula C5H9P.

```
15
Properties=species:S:1:pos:R:3
C -0.6425 -0.0527 0.8300
C -3.5129 -0.0920 0.0578
C 1.4313 -1.2073 -0.2993
C 1.3537 1.2959 -0.0996
C 0.8034 -0.0715 0.5357
P -1.9026 0.1093 -0.2043
H -3.7610 -1.1184 -0.0096
H -4.1317 0.7247 -0.3659
H 1.0034 -1.0323 -1.3844
H 1.2307 -2.0861 0.1745
H 2.5681 -1.1703 -0.2024
H 2.3452 1.2182 0.0260
H 0.8295 2.1791 0.4828
H 0.9647 1.2247 -1.0571
H 1.4208 0.0789 1.5156
```

2S+1: 1
Highest occupied orbital energy (spin up / spin down) (eV): -8.08 / -8.14
Net charge: 0

Here are the Mulliken charges for atoms 1 to 2, given in e:
1 C -0.344
2 C -0.672

In terms of stability, a leads; the second structure lies 192.7 kJ/mol higher.

a:
DFT (ωB97M-V/def2-TZVPD) results for one molecule with the formula C5H13N.

```
19
Properties=species:S:1:pos:R:3
C -0.3908 2.2453 -1.1457
N -0.6402 0.8002 -0.9376
C 0.6769 -2.3817 0.7071
C 0.0493 -1.3707 -0.2626
C 0.2769 0.1559 -0.0158
C -0.0225 0.4863 1.4571
H -0.5196 2.8643 -0.2559
H 0.6549 2.2721 -1.4582
H -1.0681 2.6071 -1.9181
H -1.6023 0.7158 -0.6334
H 0.2753 -2.4131 1.7251
H 0.4999 -3.3314 0.2038
H 1.7624 -2.3158 0.8557
H -1.0294 -1.4826 -0.3890
H 0.4603 -1.5729 -1.2473
H 1.3086 0.4027 -0.2723
H 0.0681 1.5516 1.7157
H 0.8961 0.1651 1.9712
H -0.9610 0.0050 1.7450
```

2S+1: 1
Highest occupied orbital energy (eV): -8.59
Net charge: 0

Here are the Mulliken charges for atoms 1 to 2, given in e:
1 C -0.867
2 N -0.387

b:
DFT (ωB97M-V/def2-TZVPD) results for a 2-piece molecular cluster, C5H13N overall.

```
19
Properties=species:S:1:pos:R:3
C -2.1928 -1.4751 1.0428
C -1.4519 -0.0754 0.7034
C -1.2153 0.7041 1.9385
H -3.0517 -1.3017 1.7474
H -2.7521 -1.9939 0.3445
H -1.4389 -1.9482 1.5730
H -0.5438 -0.4212 0.1848
H -2.1834 0.6698 0.1004
H -0.6318 0.1589 2.7470
H -2.2205 1.0128 2.1710
H -0.4928 1.6183 1.7046
C 1.2367 0.3574 -2.3190
C 2.4566 0.8256 -2.0170
N 3.3052 0.3064 -0.9372
H 0.5714 0.0123 -1.5770
H 0.9100 0.7474 -3.2737
H 2.9918 1.3272 -2.6786
H 2.6526 -0.1437 -0.2973
H 4.0507 -0.3808 -1.1576
```

2S+1: 1
Highest occupied orbital energy (eV): -8.70
Net charge: 0

Here are the Mulliken charges for atoms 1 to 2, given in e:
1 C -1.197
2 C 0.053

c:
DFT (ωB97M-V/def2-TZVPD) results for a 2-piece molecular cluster, C5H13N overall.

```
19
Properties=species:S:1:pos:R:3
C -3.5203 -0.7373 -0.7644
C -3.4167 0.7743 -0.7010
C -3.1025 1.4419 0.4008
H -4.2262 -1.0476 -1.5340
H -2.5613 -1.2085 -0.9945
H -3.8418 -1.0951 0.2146
H -3.8336 1.2870 -1.5624
H -3.0475 2.5235 0.3375
H -2.7839 0.9493 1.3119
C 4.2388 -0.6786 0.1828
N 2.8430 -0.9095 0.3439
C 2.1274 0.3378 0.4006
H 4.5217 -0.3557 -0.8242
H 4.6666 0.0826 0.8500
H 4.8405 -1.5809 0.3208
H 2.7045 -1.3456 1.2476
H 2.3516 0.9007 1.3116
H 1.0618 0.1904 0.2769
H 2.3832 0.9611 -0.4510
```

2S+1: 1
Highest occupied orbital energy (eV): -8.96
Net charge: 0

Here are the Mulliken charges for atoms 1 to 2, given in e:
1 C -0.962
2 C 0.122

d:
DFT (ωB97M-V/def2-TZVPD) results for a 2-piece molecular cluster, C5H13N overall.

```
19
Properties=species:S:1:pos:R:3
C -2.0041 -1.3016 -0.2109
C -2.4374 -0.1610 0.6498
C -2.6287 1.0629 0.1698
H -2.7007 -2.1248 -0.1544
H -1.8264 -0.9281 -1.2104
H -1.0537 -1.6930 0.1646
H -2.5989 -0.3519 1.7008
H -2.8492 1.9252 0.7881
H -2.5771 1.2013 -0.9104
C 2.6691 -0.7380 -0.1617
C 2.3407 0.7299 0.0383
N 1.0021 0.9946 -0.4974
H 2.3797 -1.0373 -1.1710
H 3.7134 -0.9241 0.0520
H 2.1026 -1.3405 0.5477
H 2.4116 0.9793 1.0998
H 3.0583 1.3659 -0.4740
H 0.3542 0.4053 0.0151
H 0.6445 1.9360 -0.4357
```

2S+1: 1
Highest occupied orbital energy (eV): -9.07
Net charge: 0

Here are the Mulliken charges for atoms 1 to 2, given in e:
1 C -0.959
2 C 0.090

In terms of stability, a leads; the second structure lies 34.2 kJ/mol higher.

a:
DFT (ωB97M-V/def2-TZVPD) results for a 2-piece molecular cluster, C5H13N overall.

```
19
Properties=species:S:1:pos:R:3
C 0.3978 -2.2613 -1.6498
C -0.7800 -1.3279 -1.8589
C -0.6872 -0.0383 -2.1433
H 0.1793 -3.0787 -0.9616
H 1.1934 -1.6766 -1.1732
H 0.6715 -2.6645 -2.6205
H -1.6987 -1.8705 -2.0361
H -1.4867 0.5599 -2.5580
H 0.2760 0.4501 -2.0748
C 1.0664 1.6796 1.0663
N -0.2559 1.7542 1.6619
C -0.6514 0.4456 2.1838
H 1.4099 2.6961 0.8579
H 0.9858 1.2799 0.0497
H 1.8847 1.3283 1.7383
H -0.2133 2.3637 2.4695
H 0.0604 0.0426 2.9302
H -1.5776 0.5784 2.7545
H -0.7745 -0.2607 1.3643
```

2S+1: 1
Highest occupied orbital energy (eV): -8.94
Net charge: 0

Here are the Mulliken charges for atoms 1 to 2, given in e:
1 C -1.015
2 C 0.007

b:
DFT (ωB97M-V/def2-TZVPD) results for a 2-piece molecular cluster, C5H13N overall.

```
19
Properties=species:S:1:pos:R:3
C -2.8920 -0.2481 -0.2783
C -2.1331 -1.3731 0.3256
C -1.5210 -1.4690 1.5072
H -2.2868 0.2248 -1.0807
H -3.7818 -0.5853 -0.8363
H -3.1135 0.4835 0.4892
H -1.8134 -2.0231 -0.5229
H -0.9717 -2.2907 1.8065
H -1.6480 -0.9266 2.3577
C 2.5296 0.3919 0.5831
C 1.3788 0.7654 -0.3951
N 1.9402 1.1716 -1.7182
H 3.3583 -0.2009 0.0831
H 3.0739 1.4105 0.8280
H 2.1312 -0.0800 1.4208
H 0.7966 -0.0178 -0.7037
H 0.8622 1.5784 -0.0980
H 1.2454 1.6963 -2.2058
H 2.8451 1.4922 -1.5623
```

2S+1: 1
Highest occupied orbital energy (eV): -8.87
Net charge: 0

Here are the Mulliken charges for atoms 1 to 2, given in e:
1 C -0.947
2 C 0.210

In terms of stability, a leads; the second structure lies 70.3 kJ/mol higher.

a:
DFT (ωB97M-V/def2-TZVPD) results for a 2-piece molecular cluster, C5H13N overall.

```
19
Properties=species:S:1:pos:R:3
C -0.0600 -0.2247 1.6294
C -0.6139 0.2755 0.2937
N -2.0005 0.0339 0.2562
C 2.7062 -0.5538 -0.3758
C 2.1078 0.7790 -0.6170
C -2.4841 -0.1990 -1.0588
H -0.8348 -0.1315 2.3883
H 0.1371 -1.2960 1.5725
H 0.8177 0.3162 1.9822
H -0.1788 -0.2109 -0.5771
H -0.4272 1.3826 0.2250
H 2.7056 -1.3090 -1.1562
H 3.5180 -0.7571 0.3173
H 1.7281 -0.7465 0.1787
H 2.2814 1.1797 -1.6212
H 2.5723 1.5699 -0.0258
H -3.5758 -0.1743 -0.9780
H -2.2332 -1.1323 -1.5918
H -2.2423 0.6154 -1.7668
```

2S+1: 1
Highest occupied orbital energy (eV): -6.52
Net charge: 0

Here are the Mulliken charges for atoms 1 to 2, given in e:
1 C -1.352
2 C -0.054

b:
DFT (ωB97M-V/def2-TZVPD) results for one molecule with the formula C5H13N.

```
19
Properties=species:S:1:pos:R:3
C -1.7503 -1.9036 -1.0097
N -0.6450 -1.3503 -0.2300
C -0.3833 0.0737 -0.5458
C 0.9296 0.5476 0.1689
C 0.7309 0.2669 1.6302
C 1.1617 2.0441 -0.1701
H -2.0367 -2.8078 -0.4608
H -2.5679 -1.1921 -0.8978
H -1.5954 -2.0881 -2.0823
H 0.2091 -1.8846 -0.3596
H -0.3660 0.2160 -1.6485
H -1.2072 0.5463 -0.0085
H 1.7410 -0.0217 -0.3264
H 1.0547 -0.7627 1.9282
H 1.2467 0.9510 2.3462
H -0.2368 0.1502 2.1851
H 0.2850 2.6130 0.1466
H 1.9200 2.4233 0.5261
H 1.5099 2.1790 -1.1918
```

2S+1: 1
Highest occupied orbital energy (eV): -8.73
Net charge: 0

Here are the Mulliken charges for atoms 1 to 2, given in e:
1 C -0.922
2 N -0.243

c:
DFT (ωB97M-V/def2-TZVPD) results for one molecule with the formula C5H13N.

```
19
Properties=species:S:1:pos:R:3
C 1.4383 -0.7302 0.6006
C 2.1118 -0.1729 -0.6556
C -0.0791 -0.8606 0.4806
N -0.7165 0.2515 -0.2216
C -0.7586 1.4654 0.5619
C -2.0221 -0.0761 -0.7635
H 1.9892 -1.5974 0.9533
H 1.5394 0.0402 1.3758
H 1.5252 0.6276 -1.1039
H 2.1632 -0.9385 -1.4313
H 3.1184 0.1934 -0.4617
H -0.4777 -1.7811 0.0747
H -0.5197 -0.8831 1.5010
H -1.1694 2.2845 -0.0290
H -1.3329 1.3542 1.4811
H 0.2385 1.7774 0.8587
H -2.8158 0.5577 -0.3699
H -2.3704 -1.0755 -0.4917
H -2.0312 -0.0568 -1.8585
```

2S+1: 1
Highest occupied orbital energy (eV): -8.30
Net charge: 0

Here are the Mulliken charges for atoms 1 to 2, given in e:
1 C -0.495
2 C -1.156

In terms of stability, c leads; the second structure lies 15.3 kJ/mol higher.